[1]
A molecular structure, C5H17BNO6PTa in a non-equilibrium geometry. Source: OMol25; level of theory: ωB97M-V with the def2-TZVPD basis set.

```
32
Properties=species:S:1:pos:R:3:forces:R:3:mulliken_charge:R:1
C 2.960416 1.254186 0.681154 -0.3 -0.3 0.8 -1.009
N 1.845540 1.241198 -0.291275 0.5 0.5 -0.4 0.450
C 2.282122 0.953799 -1.671543 0.1 -0.8 -0.8 -1.057
C 0.991715 2.425227 -0.196309 -1.9 2.2 0.5 0.294
O 1.352952 3.595095 -0.360907 0.3 -2.6 0.1 -0.599
C -0.531915 2.146600 0.208907 0.5 -0.3 -0.4 -0.807
Ta -0.844832 -0.105987 0.697344 2.9 -0.6 0.7 1.096
C -0.860565 -2.420645 1.068449 1.1 -0.1 -0.7 -1.029
B 0.498585 -3.013781 0.405459 0.0 -0.1 -0.4 0.651
O 1.569929 -3.581707 1.188088 -0.9 1.3 -1.0 -0.605
O 0.738341 -2.995558 -1.015828 -0.5 -0.2 1.8 -0.596
P -3.142054 -0.219095 -0.516894 -1.1 -2.0 -0.4 0.603
O -3.156572 -1.416044 -1.471235 -0.2 2.4 1.1 -0.625
O -3.556110 1.262613 -1.266639 -0.7 -1.3 0.9 -0.531
O -4.342618 -0.522053 0.696770 0.4 1.5 -1.9 -0.521
H 3.325209 0.185322 0.815387 -0.4 1.3 -0.3 0.276
H 3.819392 1.931728 0.389886 -0.9 -0.6 0.4 0.295
H 2.507965 1.537187 1.686844 0.8 -0.2 -1.2 0.317
H 2.882276 1.775849 -2.165191 -0.5 -0.6 0.6 0.317
H 1.389484 0.708810 -2.334106 1.0 0.4 1.0 0.249
H 2.921577 0.009889 -1.656722 -0.8 1.2 0.1 0.301
H -1.197824 2.466193 -0.658549 0.9 -0.3 0.9 0.295
H -0.851016 2.799265 1.089151 0.7 -0.6 -1.1 0.362
H -0.008722 -0.479976 -0.914480 -1.0 0.1 -0.5 -0.511
H 0.725389 -0.067551 1.666510 -0.6 0.1 0.5 -0.227
H -1.761186 0.244143 2.265160 -0.5 0.1 -0.2 -0.152
H -0.877344 -2.575748 2.186901 -0.2 0.1 -1.1 0.253
H -1.773903 -2.828075 0.532085 0.9 0.5 0.7 0.409
H 2.417670 -3.345208 0.774606 -0.5 -0.4 0.0 0.262
H -0.005589 -2.567639 -1.474497 0.4 0.0 0.3 0.301
H -4.136318 1.788717 -0.686066 0.4 -0.2 -0.2 0.275
H -5.181995 -0.186754 0.327539 0.1 -0.5 0.3 0.264
```
Positions in Å, forces in eV/Å.

Computed properties:
net charge: -1
molar mass: 409.93 u
electronic energy: -30752.888 eV
frontier orbital gap: 7.5 eV

[2]
A molecular structure, C5H17BNbO3Zn in a non-equilibrium geometry. Source: OMol25; level of theory: ωB97M-V with the def2-TZVPD basis set.

```
28
Properties=species:S:1:pos:R:3:forces:R:3:mulliken_charge:R:1
C -0.970204 -1.712891 3.016095 -0.1 0.2 -0.1 -1.268
C -1.681543 -0.712697 2.096192 0.4 -0.1 0.1 0.233
C -1.411713 0.720301 2.530595 -0.4 -0.2 0.6 -0.619
O -0.110259 1.181925 2.113165 0.0 -0.7 -0.5 -0.243
C -0.021189 2.147348 1.166825 0.9 1.4 -0.8 -0.603
Nb 0.327511 0.917730 -0.687070 -4.3 -1.8 3.2 -0.177
C 1.469996 0.007589 -2.317092 1.4 0.0 -0.8 -0.731
B 0.872102 -1.008559 -3.391966 -0.2 0.0 -0.1 0.480
O 1.581804 -1.148018 -4.542927 -0.1 -0.1 0.2 -0.439
O -0.288710 -1.690166 -3.110622 0.5 0.0 0.5 -0.495
H 0.016915 -1.329402 3.284501 0.0 -0.1 0.0 0.274
H -1.542477 -1.845864 3.935842 0.1 -0.1 0.0 0.367
H -0.845442 -2.677600 2.525858 0.0 0.0 0.1 0.378
H -1.302186 -0.868458 1.081114 -0.3 0.2 -0.1 -0.106
H -2.761316 -0.871609 2.099990 0.0 -0.1 -0.1 0.346
H -2.194070 1.427437 2.244716 0.2 0.0 -0.3 0.375
H -1.369540 0.725348 3.623550 0.0 0.2 0.0 0.346
H 0.897651 2.738508 1.282300 -0.1 -0.1 0.2 0.420
H -0.879875 2.814941 1.053580 -0.1 -0.2 -0.1 0.377
H -1.387621 0.344083 -0.771917 0.4 0.3 -0.5 0.129
H -0.106147 2.363055 -1.733908 0.9 0.3 -0.1 0.019
H 2.153089 1.638458 -0.878059 1.6 0.8 -0.4 0.219
H 1.007070 -0.535984 0.253338 0.8 0.2 -0.4 0.058
H 1.886047 0.928150 -2.794421 -0.7 -0.2 -1.1 0.363
H 2.265741 -0.532895 -1.781014 -0.1 -0.1 0.0 0.443
H 1.157637 -1.759545 -5.157912 0.1 0.0 -0.1 0.319
H -0.188238 -2.647625 -3.075755 -0.3 0.0 -0.3 0.324
Zn 3.424965 1.386441 -2.064999 -0.7 0.1 1.1 0.211
```
Positions in Å, forces in eV/Å.

Computed properties:
net charge: +1
molar mass: 294.30 u
electronic energy: -62232.961 eV
frontier orbital gap: 4.8 eV

[3]
2 unconnected molecules or ions with the total composition C5H17N2O in a non-equilibrium geometry. Source: OMol25; level of theory: ωB97M-V with the def2-TZVPD basis set.

```
25
Properties=species:S:1:pos:R:3:forces:R:3:mulliken_charge:R:1
C 0.846929 -0.138231 -1.658482 -1.9 0.0 2.7 -0.808
N 1.544311 0.779776 -0.717076 0.7 -0.7 -1.1 -0.290
C 1.082735 2.131045 -0.755338 -2.1 1.7 -2.7 -1.038
C -0.131049 -1.016057 -0.666163 0.8 0.7 -0.6 0.362
N 0.469779 -0.839463 0.717547 -3.4 -3.5 2.2 -0.120
C 0.193535 -2.153495 1.510779 -3.5 0.0 -0.7 -0.951
C -1.558864 -0.525142 -0.455635 -1.3 0.8 -2.1 -1.378
H 1.424100 -0.872605 -2.185155 0.8 0.1 -0.3 0.369
H 0.223170 0.468198 -2.308003 0.0 -0.3 -0.4 0.377
H 2.541501 0.815823 -0.887538 0.0 -0.3 -0.1 0.260
H 1.702238 2.766929 -1.446757 -0.7 -0.3 0.8 0.313
H -0.025357 2.277733 -1.074391 1.7 -1.0 -0.6 0.248
H 0.871355 2.606120 0.149802 1.1 0.6 2.1 0.406
H -0.091281 -2.114502 -0.921718 0.0 1.3 0.3 0.376
H -0.090958 -0.060462 1.170929 1.2 -0.8 -0.4 0.256
H 1.423853 -0.667031 0.799573 2.0 0.9 -0.5 0.367
H -0.938689 -2.251247 1.708393 1.8 0.5 -0.3 0.285
H 0.438480 -3.124200 1.097184 0.3 0.4 -1.6 0.399
H 0.678078 -2.314611 2.409861 1.1 1.2 2.2 0.436
H -2.156414 -0.557932 -1.409653 0.9 0.2 0.6 0.366
H -2.149718 -1.181534 0.138347 -0.2 -0.9 0.8 0.440
H -1.706805 0.480736 0.035647 0.6 -1.5 -1.3 0.406
H -1.494930 2.434557 1.076485 0.1 -0.4 0.2 0.287
H -1.727144 1.529830 2.265562 -0.8 0.1 1.8 0.232
O -1.368853 1.525763 1.405799 0.8 1.1 -0.9 -0.599
```
Positions in Å, forces in eV/Å.

Computed properties:
net charge: +1
molar mass: 121.20 u
electronic energy: -10480.211 eV
energy relative to the best compared isomer or geometry (same formula, charge and spin): 262.8 kJ/mol
frontier orbital gap: 10.3 eV

[4]
2 unconnected molecules or ions with the total composition C5H17N2O in a non-equilibrium geometry. Source: OMol25; level of theory: ωB97M-V with the def2-TZVPD basis set.

```
25
Properties=species:S:1:pos:R:3:forces:R:3:mulliken_charge:R:1
N 2.123289 -0.276741 -0.162029 -1.6 0.8 -0.4 -0.184
C 1.896693 0.529415 1.136439 0.6 -1.0 0.8 -0.579
C 0.321147 0.571007 1.610682 3.2 -2.5 1.1 -0.531
N -0.375237 -0.349321 0.717703 -1.0 1.9 0.1 0.175
C -1.173223 0.509226 -0.209025 3.5 3.7 -0.1 0.017
C -2.150464 -0.093954 -1.044961 -6.2 0.7 -0.9 -1.539
C -1.073714 -1.462257 1.343510 -0.7 -0.4 -0.8 -1.165
H 1.405939 0.041834 -0.891037 0.6 -0.7 0.9 0.131
H 3.007032 -0.011313 -0.623772 -0.1 -0.6 0.7 0.394
H 1.988511 -1.292523 0.017402 0.3 0.9 -0.4 0.382
H 2.591352 0.031712 1.893024 -1.0 0.9 -0.9 0.335
H 2.278989 1.516473 0.876962 -0.1 0.0 0.3 0.365
H 0.133216 1.611490 1.502928 -1.1 0.7 0.1 0.315
H 0.287795 0.236120 2.745265 0.0 0.8 -2.4 0.365
H -0.399324 1.056700 -0.911442 -1.1 -1.1 1.4 0.200
H -1.608478 1.450086 0.296930 0.2 -1.7 -0.1 0.226
H -2.788848 0.669617 -1.706432 1.6 -0.9 1.7 0.331
H -2.028553 -0.812305 -1.789545 1.5 -1.6 -0.9 0.405
H -2.961986 -0.513877 -0.381766 0.6 0.2 -0.7 0.317
H -0.441359 -1.853665 2.133745 0.0 -0.3 0.0 0.457
H -1.182908 -2.193097 0.509342 -0.1 0.1 1.0 0.340
H -2.085747 -1.274645 1.774851 0.6 0.2 -0.3 0.293
H 0.605981 1.435268 -3.023212 0.1 -0.6 0.0 0.313
H 0.710227 -0.135139 -3.197800 -0.1 0.4 -0.1 0.305
O 0.919668 0.609899 -2.617774 0.2 0.0 -0.1 -0.670
```
Positions in Å, forces in eV/Å.

Computed properties:
net charge: +1
molar mass: 121.20 u
electronic energy: -10480.473 eV
energy relative to the best compared isomer or geometry (same formula, charge and spin): 237.5 kJ/mol
frontier orbital gap: 9.3 eV